ORCA calculation (ωB97M-V/def2-TZVPD) on the molecule C23H27N3O3S2 at a distorted geometry.

Last column: natural (NBO) charge in e.
Atoms and positions in Å:
C  -6.217  -1.360  0.464  -0.620
C  -5.702  -1.003  -0.927  -0.219
N  -4.576  -0.096  -0.864  -0.715
C  -4.714  1.194  -0.342  0.243
C  -3.620  1.806  0.263  -0.256
C  -3.723  3.088  0.768  -0.179
C  -4.922  3.776  0.701  -0.232
C  -6.019  3.167  0.117  -0.192
C  -5.921  1.889  -0.403  -0.276
S  -3.160  -0.515  -1.648  2.331
O  -2.572  0.653  -2.233  -0.926
O  -3.463  -1.630  -2.498  -0.933
C  -2.060  -1.118  -0.361  -0.342
C  -2.405  -2.247  0.355  -0.170
C  -1.548  -2.706  1.344  -0.208
C  -0.360  -2.041  1.590  -0.139
C  0.001  -0.924  0.840  -0.144
C  1.301  -0.256  1.161  0.672
O  1.789  -0.309  2.274  -0.629
N  1.864  0.422  0.137  -0.595
C  3.177  1.005  0.245  -0.229
C  4.186  0.291  -0.675  -0.091
C  5.574  0.813  -0.439  -0.207
C  6.239  1.004  0.735  -0.264
C  7.568  1.450  0.555  -0.254
C  7.902  1.589  -0.751  -0.414
S  6.599  1.178  -1.793  0.436
N  4.058  -1.160  -0.557  -0.437
C  4.710  -1.860  -1.645  -0.410
C  4.446  -1.714  0.725  -0.434
C  -0.868  -0.458  -0.142  -0.142
H  -7.020  -2.088  0.382  0.217
H  -5.420  -1.781  1.072  0.207
H  -6.597  -0.474  0.968  0.215
H  -6.510  -0.578  -1.531  0.191
H  -5.337  -1.889  -1.447  0.243
H  -2.687  1.272  0.335  0.215
H  -2.860  3.548  1.228  0.214
H  -5.002  4.776  1.101  0.215
H  -6.961  3.691  0.057  0.215
H  -6.786  1.442  -0.866  0.214
H  -3.328  -2.755  0.129  0.228
H  -1.808  -3.581  1.920  0.223
H  0.315  -2.375  2.363  0.240
H  1.497  0.301  -0.793  0.399
H  3.469  0.928  1.293  0.236
H  3.139  2.063  -0.031  0.208
H  3.908  0.525  -1.712  0.202
H  5.801  0.844  1.703  0.227
H  8.241  1.657  1.368  0.225
H  8.834  1.906  -1.175  0.236
H  5.807  -1.790  -1.609  0.172
H  4.369  -1.456  -2.597  0.196
H  4.432  -2.911  -1.595  0.203
H  5.523  -1.619  0.925  0.172
H  3.889  -1.234  1.524  0.221
H  4.190  -2.773  0.724  0.203
H  -0.660  0.420  -0.734  0.239

Computed properties:
Energy above the lowest of the compared OMol25 structures with the same formula, charge and spin: 28.5 kcal per mole
Calculated total energy: -2078.991160 Eh
SMILES string: CCN(c1ccccc1)S(=O)(=O)c1cccc(C(=O)NC[C@@H](c2cccs2)N(C)C)c1
HOMO level: -8.59 eV

ORCA calculation (ωB97M-V/def2-TZVPD) on the molecule C23H27N3O4S at a distorted geometry.

Last column: natural (NBO) charge in e.
Atoms and positions in Å:
C  -5.783  -1.573  -2.560  -0.600
C  -5.823  -0.949  -1.169  -0.249
C  -6.883  -1.613  -0.287  -0.396
C  -6.864  -0.997  1.110  -0.418
C  -5.471  -1.146  1.719  -0.229
N  -4.451  -0.566  0.870  -0.675
S  -4.291  1.102  0.971  2.319
O  -4.513  1.468  2.339  -0.941
O  -5.031  1.800  -0.045  -0.948
C  -2.546  1.254  0.607  -0.351
C  -1.640  0.758  1.526  -0.160
C  -0.288  0.858  1.268  -0.240
C  0.160  1.454  0.085  0.162
N  1.540  1.528  -0.115  -0.611
C  2.226  2.040  -1.178  0.694
O  1.717  2.506  -2.169  -0.582
C  3.741  1.962  -1.011  -0.314
C  4.270  2.653  0.247  -0.500
C  5.372  1.743  0.777  0.687
O  6.114  2.022  1.687  -0.592
N  5.343  0.578  0.070  -0.454
C  6.222  -0.508  0.228  0.227
C  7.466  -0.339  0.831  -0.251
C  8.324  -1.414  0.966  -0.190
C  7.965  -2.668  0.502  -0.224
C  6.731  -2.839  -0.101  -0.196
C  5.862  -1.771  -0.239  -0.277
C  4.257  0.517  -0.891  -0.200
C  -0.763  1.949  -0.834  -0.201
C  -2.116  1.848  -0.564  -0.184
C  -4.456  -1.072  -0.486  -0.225
H  -5.032  -1.085  -3.177  0.209
H  -6.749  -1.469  -3.048  0.214
H  -5.543  -2.633  -2.497  0.199
H  -6.056  0.116  -1.255  0.230
H  -7.869  -1.490  -0.738  0.212
H  -6.676  -2.685  -0.216  0.190
H  -7.100  0.067  1.044  0.212
H  -7.601  -1.479  1.753  0.212
H  -5.407  -0.630  2.677  0.239
H  -5.225  -2.204  1.860  0.195
H  -2.011  0.311  2.434  0.240
H  0.428  0.480  1.983  0.211
H  2.089  1.164  0.652  0.397
H  4.170  2.431  -1.900  0.245
H  3.515  2.777  1.026  0.232
H  4.682  3.641  0.044  0.253
H  7.756  0.630  1.200  0.252
H  9.285  -1.266  1.436  0.217
H  8.639  -3.504  0.607  0.215
H  6.436  -3.810  -0.468  0.215
H  4.905  -1.937  -0.707  0.212
H  3.469  -0.161  -0.537  0.188
H  4.623  0.141  -1.850  0.220
H  -0.416  2.411  -1.743  0.254
H  -2.853  2.235  -1.250  0.246
H  -3.701  -0.510  -1.040  0.215
H  -4.150  -2.123  -0.448  0.200

Computed properties:
Energy above the lowest of the compared OMol25 structures with the same formula, charge and spin: 23.4 kcal per mole
Calculated total energy: -1756.103906 Eh
SMILES string: C[C@H]1CCCN(S(=O)(=O)c2ccc(NC(=O)[C@H]3CC(=O)N(c4ccccc4)C3)cc2)C1
HOMO level: -8.86 eV

ORCA calculation (ωB97M-V/def2-TZVPD) on the molecule C23H27N3O5.

Last column: natural (NBO) charge in e.
Atoms and positions in Å:
C  5.964  0.226  -1.552  -0.635
C  4.516  -0.176  -1.794  -0.068
O  3.686  0.143  -0.678  -0.522
C  3.261  1.421  -0.614  0.899
O  3.518  2.274  -1.432  -0.667
N  2.512  1.637  0.493  -0.456
C  1.937  2.936  0.727  -0.232
C  0.407  2.855  0.765  -0.216
N  -0.022  1.702  1.538  -0.426
C  -1.201  1.059  1.379  0.688
O  -1.424  -0.006  1.949  -0.664
C  -2.213  1.673  0.474  -0.202
C  -2.567  3.015  0.565  -0.166
C  -3.488  3.569  -0.304  -0.240
C  -4.057  2.783  -1.292  -0.177
C  -3.764  1.435  -1.367  -0.252
C  -2.876  0.858  -0.463  0.271
N  -2.651  -0.515  -0.430  -0.655
C  -2.980  -1.452  -1.347  0.656
O  -3.437  -1.250  -2.451  -0.609
C  -2.745  -2.879  -0.832  -0.162
O  -1.904  -2.967  0.287  -0.514
C  -0.549  -2.841  0.112  0.362
C  0.065  -2.555  -1.098  -0.322
C  1.449  -2.497  -1.174  -0.195
C  2.218  -2.714  -0.048  -0.238
C  1.598  -2.962  1.168  -0.202
C  0.220  -3.022  1.271  -0.064
C  -0.473  -3.248  2.576  -0.637
C  1.015  1.064  2.324  -0.243
C  2.142  0.577  1.412  -0.212
H  6.575  -0.090  -2.392  0.216
H  6.033  1.307  -1.453  0.226
H  6.338  -0.239  -0.643  0.207
H  4.423  -1.257  -1.913  0.183
H  4.129  0.332  -2.683  0.202
H  2.253  3.588  -0.089  0.262
H  2.321  3.345  1.668  0.187
H  0.030  3.783  1.209  0.194
H  0.012  2.774  -0.252  0.221
H  -2.139  3.625  1.346  0.212
H  -3.754  4.611  -0.214  0.216
H  -4.756  3.215  -1.992  0.218
H  -4.231  0.812  -2.111  0.253
H  -2.243  -0.845  0.447  0.453
H  -2.405  -3.510  -1.662  0.206
H  -3.716  -3.259  -0.495  0.223
H  -0.519  -2.371  -1.987  0.224
H  1.916  -2.280  -2.123  0.213
H  3.295  -2.674  -0.105  0.213
H  2.197  -3.110  2.054  0.210
H  -1.169  -4.081  2.497  0.224
H  0.243  -3.450  3.368  0.209
H  -1.052  -2.360  2.831  0.244
H  1.389  1.771  3.070  0.194
H  0.565  0.212  2.836  0.262
H  1.809  -0.293  0.839  0.230
H  3.007  0.275  2.014  0.198

Computed properties:
Energy above the lowest of the compared OMol25 structures with the same formula, charge and spin: 24.1 kcal per mole
Calculated total energy: -1433.183274 Eh
SMILES string: CCOC(=O)N1CCN(C(=O)c2ccccc2NC(=O)COc2ccccc2C)CC1
HOMO level: -8.52 eV